[1]
{
  "formula": "C42H105N7O14",
  "method": "wB97M-V/def2-TZVPD",
  "multiplicity": 2,
  "gap_ev": [1.30, 8.32],
  "s2": 0.751,
  "e_tot_ha": -3099.21504,
  "total_charge": -1,
  "species": ["C", "O", "C", "C", "N", "C", "C", "O", "C", "H", "H", "H", "H", "H", "H", "H", "H", "H", "H", "H", "H", "H", "H", "H", "C", "O", "C", "C", "N", "C", "C", "O", "C", "H", "H", "H", "H", "H", "H", "H", "H", "H", "H", "H", "H", "H", "H", "H", "C", "O", "C", "C", "N", "C", "C", "O", "C", "H", "H", "H", "H", "H", "H", "H", "H", "H", "H", "H", "H", "H", "H", "H", "C", "O", "C", "C", "N", "C", "C", "O", "C", "H", "H", "H", "H", "H", "H", "H", "H", "H", "H", "H", "H", "H", "H", "H", "C", "O", "C", "C", "N", "C", "C", "O", "C", "H", "H", "H", "H", "H", "H", "H", "H", "H", "H", "H", "H", "H", "H", "H", "C", "O", "C", "C", "N", "C", "C", "O", "C", "H", "H", "H", "H", "H", "H", "H", "H", "H", "H", "H", "H", "H", "H", "H", "C", "O", "C", "C", "N", "C", "C", "O", "C", "H", "H", "H", "H", "H", "H", "H", "H", "H", "H", "H", "H", "H", "H", "H"],
  "coordinates": [[2.6843, 6.6927, -4.5841], [2.5912, 6.4749, -3.1923], [3.1739, 7.5646, -2.4440], [3.1307, 7.3480, -0.9398], [1.8190, 7.4874, -0.3954], [1.4024, 6.9373, 0.8782], [-0.1369, 6.6453, 0.9698], [-0.6073, 6.1045, -0.2055], [-1.9414, 5.8681, -0.2331], [3.6971, 6.5301, -4.9527], [2.4104, 7.6710, -4.9789], [2.1197, 5.8865, -5.0523], [2.4982, 8.4164, -2.5222], [4.2289, 7.6087, -2.7145], [3.5132, 8.1786, -0.3466], [3.7064, 6.4434, -0.7437], [1.2101, 6.9958, -1.0339], [1.8136, 7.5145, 1.7064], [1.9273, 5.9825, 0.8487], [-0.7138, 7.4678, 1.3926], [-0.1021, 5.9424, 1.8022], [-2.7309, 6.5289, 0.1247], [-2.0508, 4.8838, 0.2223], [-2.3380, 5.6492, -1.2245], [-2.3433, -1.1389, 4.4812], [-1.9409, -2.4189, 4.0234], [-0.9167, -3.0688, 4.7956], [0.5128, -2.6309, 4.3678], [0.8581, -1.2779, 4.7644], [2.2627, -0.8432, 4.7620], [3.0681, -0.9370, 3.4338], [3.4100, -2.2816, 2.9600], [4.3031, -2.5054, 1.8620], [-3.2455, -0.8567, 3.9385], [-1.5439, -0.4481, 4.2129], [-2.5013, -1.0866, 5.5584], [-0.8783, -4.1331, 4.5637], [-1.0293, -3.0015, 5.8776], [0.7014, -2.9214, 3.3343], [1.3008, -3.1869, 4.8757], [0.4108, -0.6803, 4.0841], [2.8897, -1.1555, 5.5972], [1.9984, 0.1849, 5.0093], [3.9745, -0.3669, 3.6377], [2.5545, -0.4719, 2.5924], [5.2683, -2.0165, 1.7297], [3.6982, -2.4846, 0.9555], [4.5904, -3.5434, 2.0298], [-6.6068, -3.4810, 1.4411], [-7.0418, -4.0863, 2.6738], [-6.5144, -5.3655, 2.8211], [-7.0901, -5.8141, 4.1676], [-6.3928, -7.0512, 4.4501], [-6.2562, -7.4837, 5.8730], [-5.4997, -8.7745, 6.1341], [-4.1519, -8.4764, 6.4485], [-3.3793, -9.6650, 6.6657], [-5.5335, -3.6616, 1.3821], [-6.8126, -2.4131, 1.5133], [-7.1429, -3.8607, 0.5713], [-5.4410, -5.2725, 2.9860], [-6.7138, -5.9617, 1.9307], [-8.1673, -5.8340, 4.0022], [-6.9101, -5.1605, 5.0211], [-6.8540, -7.7835, 3.9294], [-7.3116, -7.6499, 6.0892], [-5.9426, -6.7003, 6.5630], [-5.7867, -9.4222, 5.3058], [-5.9041, -9.1474, 7.0752], [-3.4935, -10.5732, 6.0739], [-3.6300, -9.9058, 7.6988], [-2.2963, -9.5427, 6.6807], [2.3499, 3.1269, -3.6795], [1.7069, 2.1691, -2.8741], [0.9236, 2.7358, -1.8002], [1.1071, 1.9935, -0.4430], [0.5641, 0.6946, -0.3372], [-0.7857, 0.7453, 0.1455], [-1.3009, -0.6545, 0.3194], [-2.4301, -0.6911, 1.0784], [-2.9913, -2.0322, 1.0188], [3.2615, 3.2949, -3.1061], [1.9098, 4.1205, -3.7650], [2.3607, 2.6873, -4.6769], [-0.1070, 2.9186, -2.1041], [1.3891, 3.6990, -1.5912], [0.7690, 2.6275, 0.3766], [2.1601, 1.8442, -0.2043], [0.5996, 0.2807, -1.2579], [-1.5253, 1.2514, -0.4749], [-0.9449, 1.2130, 1.1172], [-0.5218, -1.1206, 0.9226], [-1.4059, -1.0516, -0.6902], [-3.6560, -2.1337, 0.1609], [-3.6172, -2.2299, 1.8890], [-2.2396, -2.8010, 0.8402], [3.2479, -4.6195, -1.3927], [3.1107, -3.4683, -2.2408], [1.8670, -2.7346, -2.3394], [2.1951, -1.3396, -2.9628], [0.9986, -0.5622, -2.9793], [-0.0481, -1.0437, -3.9442], [-0.9682, 0.1860, -4.2763], [-0.2289, 0.8053, -5.3669], [-0.5608, 2.1966, -5.5849], [4.2965, -4.9168, -1.3800], [2.7412, -5.4862, -1.8170], [2.9340, -4.5188, -0.3537], [1.5591, -2.6827, -1.2951], [1.1312, -3.3836, -2.8142], [2.6509, -1.4243, -3.9493], [2.9332, -0.8643, -2.3168], [1.3013, 0.3987, -3.0523], [-0.5014, -1.9926, -3.6578], [0.4123, -1.3670, -4.8779], [-1.0109, 0.6979, -3.3149], [-1.8425, -0.3552, -4.6381], [-0.0720, 2.7050, -6.4160], [-0.7209, 2.8284, -4.7112], [-1.5520, 2.1262, -6.0328], [-9.3905, 0.9478, -0.5868], [-8.2454, 0.0527, -0.8045], [-7.0982, 0.3302, 0.0069], [-6.4375, 1.7143, -0.3242], [-6.0995, 1.7077, -1.7867], [-4.8080, 2.4413, -1.9945], [-4.9239, 2.8109, -3.5276], [-4.3692, 1.7503, -4.3574], [-4.9149, 1.7407, -5.6528], [-9.1012, 1.9205, -0.9846], [-9.7709, 0.8779, 0.4322], [-10.2698, 0.5911, -1.1233], [-6.3878, -0.4154, -0.3503], [-7.2865, 0.1687, 1.0683], [-5.5857, 1.9936, 0.2959], [-7.1009, 2.5701, -0.1990], [-6.0808, 0.7337, -2.0533], [-3.9752, 1.8087, -1.6873], [-4.8665, 3.3055, -1.3329], [-4.3393, 3.7254, -3.6275], [-5.9439, 3.1604, -3.6878], [-5.9871, 1.6584, -5.8306], [-4.4646, 0.8438, -6.0783], [-4.4860, 2.5949, -6.1767], [5.2651, 1.3252, 0.4099], [6.5277, 0.7366, 0.2607], [6.6218, -0.1514, -0.8495], [8.1597, -0.3922, -1.0264], [8.4900, 1.0091, -1.2999], [9.7299, 1.3552, -1.7834], [11.0849, 1.2458, -0.8853], [11.4414, -0.1152, -0.5293], [12.3300, -0.8401, -1.4022], [4.5110, 0.5519, 0.2632], [5.2075, 2.1007, -0.3539], [5.2271, 1.8279, 1.3764], [6.2617, 0.2491, -1.7971], [6.1048, -1.1063, -0.7546], [8.3312, -1.0236, -1.8982], [8.6060, -0.8921, -0.1667], [8.3540, 1.4393, -0.3963], [9.5560, 2.3790, -2.1146], [10.0640, 0.7661, -2.6375], [11.0512, 1.8427, 0.0261], [11.8777, 1.6855, -1.4904], [11.9006, -1.1698, -2.3482], [12.6604, -1.8380, -1.1139], [13.2857, -0.3551, -1.6015]],
  "mulliken_spin": [0.194, -0.229, 0.118, 0.088, -0.181, -0.128, 0.376, -1.613, 2.091, 0.001, -0.011, 0.058, 0.002, -0.030, -0.047, 0.004, 0.037, -0.036, 0.067, 0.112, -0.099, -0.023, -0.134, 0.134, 0.219, -0.043, -0.009, 0.013, -0.135, 0.148, -0.053, -0.025, -0.007, -0.057, -0.017, 0.007, 0.003, 0.006, -0.008, 0.005, 0.013, 0.034, -0.063, -0.005, 0.042, 0.003, -0.006, 0.001, -0.008, -0.016, 0.006, 0.007, -0.003, 0.001, 0.001, -0.002, 0.002, 0.012, 0.012, 0.010, 0.002, -0.001, 0.004, 0.000, -0.001, 0.000, 0.000, 0.000, 0.000, 0.000, 0.000, 0.000, 0.102, 0.020, -1.145, -0.168, -0.061, 0.046, -0.051, -0.128, 0.068, 0.023, 0.020, -0.033, 0.145, 0.279, 0.195, 0.199, -0.009, 0.291, -0.088, 0.006, 0.032, 0.034, -0.014, -0.003, 0.002, -0.004, -0.007, 0.004, -0.006, 0.013, -0.179, -0.122, 0.323, -0.001, -0.001, 0.003, 0.004, 0.001, 0.012, 0.003, 0.009, -0.002, 0.007, 0.062, 0.047, -0.001, -0.032, 0.015, 0.076, -0.016, -0.195, 0.587, -0.138, -1.102, 0.663, -0.316, 0.157, 0.013, -0.022, -0.001, 0.047, -0.074, -0.008, -0.081, 0.037, 0.262, 0.180, -0.023, 0.093, -0.003, 0.012, 0.020, 0.093, -0.091, 0.003, 0.004, -0.033, 0.030, -0.002, -0.001, 0.001, 0.028, 0.013, 0.025, -0.002, 0.010, 0.000, 0.001, 0.008, -0.007, 0.004, -0.005, 0.003, 0.001, -0.001, -0.001]
}

***

[2]
{
  "formula": "C37H79BrIN7O10P2",
  "method": "wB97M-V/def2-TZVPD",
  "multiplicity": 1,
  "gap_ev": 7.17,
  "e_tot_ha": -6146.82630,
  "smiles": "[H]/N=C(\\N)NCCCC[C@@](N)(O[C@](N)(I)CC(=O)Br)[C@@](CC)(O[C@@](C)(CNC)P(N)O)P(C)O.C1CCOC1.C1CCOC1.C1CCOC1.C1CCOC1.C1CCOC1",
  "species": ["H", "N", "C", "N", "N", "C", "C", "C", "C", "C", "N", "O", "C", "N", "I", "C", "C", "O", "Br", "C", "C", "C", "O", "C", "C", "C", "N", "C", "P", "N", "O", "P", "C", "O", "H", "H", "H", "H", "H", "H", "H", "H", "H", "H", "H", "H", "H", "H", "H", "H", "H", "H", "H", "H", "H", "H", "H", "H", "H", "H", "H", "H", "H", "H", "H", "H", "H", "H", "H", "H", "H", "H", "C", "C", "C", "O", "C", "H", "H", "H", "H", "H", "H", "H", "H", "C", "C", "C", "O", "C", "H", "H", "H", "H", "H", "H", "H", "H", "C", "C", "C", "O", "C", "H", "H", "H", "H", "H", "H", "H", "H", "C", "C", "C", "O", "C", "H", "H", "H", "H", "H", "H", "H", "H", "C", "C", "C", "O", "C", "H", "H", "H", "H", "H", "H", "H", "H"],
  "coordinates": [[4.8624, 2.7704, -3.5857], [4.2881, 2.4600, -2.7561], [4.7044, 1.1862, -2.3477], [5.8381, 0.5900, -3.1733], [4.0263, 0.5199, -1.1662], [4.6310, -0.8151, -0.8099], [3.8538, -1.6760, 0.3378], [2.2009, -1.4926, 0.3588], [1.3474, -2.8403, 0.0585], [1.2689, -3.4779, -1.4154], [2.6676, -3.5903, -1.9561], [0.4816, -4.6907, -1.3217], [0.9575, -5.8824, -0.7685], [2.2804, -6.4775, -1.1975], [-0.4671, -7.4362, -1.5766], [0.8378, -6.1704, 0.8406], [-0.5252, -5.6770, 1.5759], [-1.7764, -6.0838, 1.3554], [-0.3452, -4.2380, 3.0122], [0.3863, -2.6173, -2.5616], [0.6612, -3.2454, -4.1017], [-0.2069, -4.5770, -4.4501], [-1.0168, -2.7993, -2.4646], [-1.9209, -2.1637, -1.6354], [-2.6067, -3.3821, -0.6934], [-1.5701, -0.9844, -0.5900], [-2.2516, 0.3503, -0.8858], [-1.3240, 1.5262, -0.8279], [-3.4711, -1.7398, -2.7609], [-4.8999, -1.4347, -1.6754], [-3.2223, -0.3006, -3.6874], [1.0293, -0.8170, -2.8316], [2.4648, -0.7122, -4.0816], [-0.2443, 0.1623, -3.5947], [5.5178, -0.2133, -3.7581], [6.6668, 0.3424, -2.5887], [4.2127, 1.1772, -0.3544], [4.8519, -1.4358, -1.8058], [5.7170, -0.5778, -0.3727], [4.3178, -1.3263, 1.3816], [4.1855, -2.8167, 0.2418], [1.9931, -1.2853, 1.5232], [1.8290, -0.5042, -0.1450], [1.8824, -3.6520, 0.7569], [0.2677, -2.7225, 0.5550], [3.3338, -4.0734, -1.3181], [3.1112, -2.6822, -2.1937], [2.2505, -7.5378, -1.2237], [2.9459, -6.2278, -0.4089], [0.9095, -7.3511, 1.0045], [1.7488, -5.7333, 1.4770], [1.7774, -3.3750, -4.3727], [0.2453, -2.3827, -4.8167], [0.0645, -4.8701, -5.5767], [-1.3706, -4.4557, -4.4367], [0.2089, -5.4569, -3.7996], [-3.1601, -4.0896, -1.4655], [-1.6982, -3.8768, -0.1569], [-3.4165, -2.9491, 0.0429], [-2.0010, -1.2770, 0.4879], [-0.4375, -0.7686, -0.3849], [-3.0421, 0.5109, -0.1954], [-1.4843, 2.2143, 0.1346], [-0.1857, 1.3062, -0.9587], [-1.6208, 2.2337, -1.7437], [-4.6615, -0.7397, -0.9371], [-5.7105, -1.1062, -2.2747], [-3.5916, 0.4974, -3.1654], [2.0963, -1.0874, -5.1332], [2.6896, 0.4528, -4.2171], [3.4803, -1.1832, -3.7296], [-0.2803, -0.1707, -4.5455], [8.3024, 0.5183, 2.8279], [8.1249, 1.9730, 2.4770], [7.1578, 1.9029, 1.3153], [6.3388, 0.7443, 1.5250], [6.9182, -0.0390, 2.5777], [8.6503, 0.3522, 3.8506], [9.0213, 0.0559, 2.1412], [7.6616, 2.5033, 3.3173], [9.0587, 2.4817, 2.2246], [7.6864, 1.7709, 0.3654], [6.5254, 2.7924, 1.2421], [6.2816, 0.0682, 3.4627], [6.9362, -1.0927, 2.2862], [-2.1382, 4.6165, 4.0829], [-0.9844, 5.5530, 3.8329], [-0.1778, 4.7938, 2.8021], [-1.1075, 4.0126, 2.0390], [-2.3765, 4.0334, 2.7072], [-3.0221, 5.1086, 4.4962], [-1.8301, 3.8248, 4.7762], [-1.3546, 6.4904, 3.4012], [-0.4103, 5.7934, 4.7313], [0.5268, 4.1037, 3.2782], [0.3804, 5.4571, 2.1349], [-3.0525, 4.6650, 2.1205], [-2.7896, 3.0217, 2.7458], [-2.7500, 5.4252, 9.2882], [-1.7565, 6.5566, 9.2285], [-1.3125, 6.5124, 7.7827], [-2.4245, 6.0225, 7.0207], [-3.4095, 5.5110, 7.9291], [-3.4618, 5.5085, 10.1134], [-2.2199, 4.4705, 9.3869], [-2.2635, 7.5066, 9.4348], [-0.9274, 6.4515, 9.9329], [-0.4792, 5.8154, 7.6438], [-1.0123, 7.4946, 7.4061], [-4.2503, 6.2130, 7.9400], [-3.7692, 4.5410, 7.5751], [-2.0926, -8.0188, -7.8546], [-3.4551, -8.1008, -7.2161], [-3.2652, -7.2820, -5.9579], [-2.2810, -6.2823, -6.2566], [-1.6662, -6.6084, -7.5107], [-2.0989, -8.2119, -8.9303], [-1.4163, -8.7398, -7.3801], [-4.1980, -7.6220, -7.8649], [-3.7854, -9.1229, -7.0142], [-2.8789, -7.8968, -5.1381], [-4.1902, -6.8007, -5.6274], [-2.0280, -5.8919, -8.2562], [-0.5807, -6.5065, -7.4268], [-5.4877, 8.2657, 0.8165], [-6.4409, 7.8854, 1.9200], [-6.2556, 6.3856, 1.9960], [-4.9013, 6.1136, 1.6097], [-4.3400, 7.3066, 1.0451], [-5.1793, 9.3138, 0.8439], [-5.9506, 8.0692, -0.1579], [-6.1227, 8.3493, 2.8611], [-7.4761, 8.1782, 1.7273], [-6.9146, 5.8674, 1.2913], [-6.4385, 5.9909, 2.9996], [-3.6224, 7.7119, 1.7668], [-3.8067, 7.0624, 0.1223]],
  "mulliken_charge": [0.368, -0.657, 0.049, -0.580, -0.002, -0.457, -0.560, -0.706, 0.577, 0.564, -0.362, 0.701, -0.769, -0.464, 0.101, -0.333, 0.357, -0.450, -0.178, -0.251, -0.736, -0.508, 0.444, 0.260, -0.967, -0.430, 0.047, -0.291, -0.215, -0.601, -0.521, 0.254, -0.875, -0.392, 0.278, 0.304, 0.322, 0.387, 0.226, 0.245, 0.121, 0.335, 0.106, 0.068, -0.488, 0.520, -0.285, 0.414, 0.314, 0.421, 0.382, 0.210, 0.308, 0.124, 0.109, 0.007, 0.349, -0.001, 0.413, 0.350, -0.485, 0.270, -0.071, 0.053, 0.203, 0.233, 0.317, 0.305, 0.467, 0.347, 0.013, 0.377, -0.598, -0.591, -0.474, -0.214, -0.390, 0.346, 0.272, 0.255, 0.327, 0.288, 0.299, 0.275, 0.244, -0.259, -0.398, -0.546, -0.379, -0.049, 0.226, 0.211, 0.142, 0.214, 0.287, 0.287, -0.035, 0.299, -0.543, -0.541, -0.493, -0.267, -0.440, 0.330, 0.273, 0.265, 0.317, 0.284, 0.286, 0.287, 0.251, -0.572, -0.550, -0.438, -0.258, -0.444, 0.337, 0.274, 0.255, 0.322, 0.252, 0.280, 0.269, 0.279, -0.577, -0.504, -0.466, -0.363, -0.381, 0.323, 0.260, 0.258, 0.328, 0.261, 0.270, 0.232, 0.315]
}

***

[3]
{
  "formula": "C6H8ErLiO6",
  "method": "wB97M-V/def2-TZVPD",
  "multiplicity": 4,
  "gap_ev": [5.48, 5.67],
  "s2": 3.757,
  "e_tot_ha": -1707.18940,
  "species": ["Li", "O", "O", "C", "C", "O", "C", "H", "H", "H", "H", "Er", "O", "O", "C", "C", "O", "C", "H", "H", "H", "H"],
  "coordinates": [[-0.7650, -2.0571, 1.3742], [-0.9120, -0.5759, 0.0837], [0.1540, -0.3411, 2.0403], [1.5096, -0.2547, 2.4427], [2.3001, -0.1116, 1.1337], [1.3181, -0.0831, 0.1189], [0.0360, 0.2484, 0.7157], [1.6488, 0.6179, 3.0967], [1.7772, -1.1874, 2.9556], [2.9549, -0.9792, 0.9709], [2.8884, 0.8157, 1.1065], [0.6401, -2.1647, -1.2392], [0.4810, -0.6506, -2.6711], [-0.3173, 1.4813, 0.5830], [-1.9684, 0.6776, -0.4713], [-1.7774, 0.5808, -1.9801], [-0.6526, 1.2530, -2.5463], [0.4576, 0.5657, -2.9837], [-3.0615, 0.4857, -0.4803], [-2.2661, 1.1362, 0.4822], [-2.6659, 1.0189, -2.4575], [-1.7795, -0.4758, -2.2745]],
  "mulliken_spin": [0.080, -0.034, -0.004, 0.000, 0.002, -0.011, -0.002, 0.001, 0.003, 0.002, 0.000, 2.944, 0.016, 0.000, 0.002, 0.002, -0.001, 0.000, -0.001, 0.000, 0.000, 0.002]
}